No. 1
Computed, not measured: a structure of composition C20H41N2P3SSm in a non-equilibrium geometry, with ωB97M-V/def2-TZVPD.

Each line ends with the Mulliken charge.
Cartesian coordinates (Å):
1 Sm 0.418 -0.056 0.097  0.9884
2 P 2.793 0.456 1.365  0.8707
3 P 0.299 3.100 -0.040  0.9760
4 P -0.239 -2.610 1.357  0.8001
5 H -2.425 2.487 -3.589  0.2917
6 C -2.993 1.654 -3.135  -0.5635
7 C -3.688 1.766 -1.983  -0.6192
8 H -3.791 2.750 -1.505  0.3937
9 C 3.979 0.312 -0.017  -1.2394
10 C 3.216 1.977 2.231  -1.2791
11 C 3.137 -0.865 2.558  -1.1011
12 C -1.043 4.141 -0.779  -1.0553
13 C 0.580 4.162 1.456  -1.3372
14 C 1.711 3.642 -1.087  -1.3942
15 C -1.911 -3.294 1.062  -1.2339
16 C -0.049 -2.894 3.145  -1.3226
17 C 0.908 -3.861 0.687  -1.0662
18 H -2.909 0.708 -3.687  0.3039
19 H -4.230 0.920 -1.523  0.3334
20 H 4.993 0.342 0.403  0.4531
21 H 3.819 1.137 -0.731  0.3460
22 H 3.810 -0.632 -0.560  0.4107
23 H 4.226 1.869 2.648  0.5361
24 H 2.495 2.149 3.039  0.3320
25 H 3.166 2.838 1.554  0.3293
26 H 4.191 -0.777 2.845  0.5539
27 H 2.933 -1.859 2.136  0.1899
28 H 2.491 -0.749 3.439  0.3039
29 H -0.634 4.805 -1.558  0.4521
30 H -1.499 4.764 0.006  0.4463
31 H -1.808 3.498 -1.236  -0.1297
32 H 1.105 5.090 1.188  0.4219
33 H 1.165 3.630 2.213  0.1421
34 H -0.383 4.430 1.907  0.4754
35 H 1.664 4.734 -1.232  0.4628
36 H 1.622 3.122 -2.055  0.4355
37 H 2.665 3.373 -0.609  0.3180
38 H -1.904 -4.372 0.868  0.4236
39 H -2.363 -2.790 0.200  0.2976
40 H -2.535 -3.080 1.936  0.4118
41 H -0.038 -3.973 3.363  0.4492
42 H -0.892 -2.413 3.655  0.4136
43 H 0.879 -2.426 3.496  0.2680
44 H 0.589 -4.874 0.949  0.4625
45 H 1.929 -3.699 1.065  0.3226
46 H 0.896 -3.780 -0.406  0.2169
47 C -0.941 -2.520 -3.027  0.8381
48 C 0.067 -3.306 -3.593  -0.4171
49 C -0.210 -3.978 -4.778  -0.7815
50 C -1.468 -3.838 -5.380  -0.4422
51 C -2.475 -3.079 -4.769  -0.8022
52 C -2.227 -2.418 -3.567  -0.3996
53 S -0.563 -1.550 -1.655  -0.1549
54 H -0.079 -0.270 -2.100  0.0789
55 H 1.028 -3.341 -3.076  0.4126
56 H 0.579 -4.595 -5.206  0.4180
57 H -1.664 -4.354 -6.320  0.4334
58 H -3.463 -2.989 -5.221  0.4240
59 H -2.982 -1.817 -3.055  0.5691
60 N -1.839 1.622 1.842  0.1020
61 C -2.009 2.168 3.057  -0.3236
62 C -1.153 1.545 3.937  -1.0398
63 C -0.427 0.626 3.185  -0.2690
64 N -0.843 0.683 1.872  0.1735
65 H -2.280 1.917 0.972  0.1251
66 H -2.706 2.955 3.227  0.5361
67 H -1.047 1.727 4.996  0.4437
68 H 0.355 -0.043 3.522  0.5838

Atomic forces in eV per Å
-0.243 1.041 0.942
0.354 0.107 0.113
0.361 1.520 -0.184
0.201 -0.986 0.652
-0.630 -0.344 0.348
0.174 -0.114 0.636
0.431 -0.054 -0.635
-0.046 -0.509 -0.149
-0.079 -0.125 0.093
0.013 0.227 0.184
0.147 -0.149 -0.004
-0.442 -0.412 -0.277
0.056 -0.543 0.428
0.024 -0.376 -0.074
-0.218 0.394 -0.374
0.000 0.356 0.181
0.063 0.064 -0.397
-0.188 0.371 0.320
0.266 0.556 -0.441
-0.096 -0.044 -0.421
0.218 -0.192 0.332
0.281 0.189 0.204
-0.195 0.193 -0.060
0.277 -0.095 -0.061
0.193 -0.231 0.158
-0.164 -0.283 0.168
0.247 0.250 0.049
0.341 0.099 -0.159
-0.129 -0.281 0.323
0.108 -0.269 -0.339
0.183 0.401 0.065
-0.187 -0.320 -0.082
-0.122 0.262 -0.094
0.232 -0.098 -0.104
0.101 -0.474 0.012
0.242 0.356 0.189
-0.219 0.129 -0.280
0.131 0.191 0.159
-0.082 -0.204 0.127
0.095 -0.085 -0.175
-0.028 0.409 -0.036
0.175 -0.195 0.068
-0.145 -0.301 0.066
0.039 0.143 0.090
-0.299 -0.063 -0.189
0.234 -0.166 0.136
-0.128 -0.083 -0.641
-0.093 0.115 0.005
0.194 0.093 0.340
0.104 -0.071 0.228
-0.094 0.082 0.186
0.004 -0.056 -0.312
-0.129 0.494 -0.813
-0.581 -0.976 -0.682
-0.152 -0.193 -0.450
-0.338 0.111 -0.104
-0.006 0.185 0.255
0.298 -0.114 0.050
0.156 -0.221 -0.317
0.727 -0.099 0.651
0.004 -0.343 -0.315
0.504 -0.243 0.316
-0.995 0.646 -1.241
-0.540 0.246 1.349
0.137 -0.276 0.286
-0.454 0.300 0.047
-0.094 0.059 -0.113
-0.204 -0.001 -0.232

The HOMO energy (alpha / beta) is -17.478 / -17.479 eV. For the max |F|, the calculation gives 0.03339 Eh/bohr. Its expectation value of S² is 8.768. For the energy above the lowest of the compared OMol25 structures with the same formula, charge and spin, the calculation gives 1.203 eV. The total charge is +3. As for the spin multiplicity: 6. The frontier orbital gap (alpha / beta) is 7.19 / 7.93 eV.

No. 2
Computed, not measured: a structure of composition C20H41N2P3SeSn in a non-equilibrium geometry, with ωB97M-V/def2-TZVPD.

Each line ends with the Mulliken charge.
Cartesian coordinates (Å):
1 Sn -0.092 -0.522 0.091  0.9631
2 P 0.221 1.865 2.042  0.7798
3 P -2.677 0.402 0.373  0.8448
4 P 2.526 -0.328 0.235  0.8257
5 H -1.479 -3.145 -4.713  0.3403
6 C -0.763 -3.821 -4.216  -0.7857
7 C -0.463 -3.624 -2.928  0.0419
8 H -0.996 -2.822 -2.436  -0.0058
9 C 0.363 3.564 1.328  -1.4802
10 C -1.125 2.164 3.272  -1.3069
11 C 1.712 1.885 3.139  -1.2773
12 C -3.686 -0.377 -0.933  -1.1687
13 C -3.593 -0.044 1.884  -1.1438
14 C -3.094 2.166 0.123  -1.1746
15 C 3.201 -1.377 -1.084  -1.2629
16 C 3.319 -0.964 1.747  -1.1624
17 C 3.326 1.276 -0.091  -0.9463
18 H -0.433 -4.684 -4.802  0.3317
19 H 0.223 -4.279 -2.366  0.2617
20 H 0.497 4.289 2.145  0.5116
21 H -0.539 3.825 0.758  0.3797
22 H 1.221 3.627 0.643  0.3988
23 H -0.835 2.985 3.944  0.5256
24 H -1.302 1.263 3.875  0.3181
25 H -2.070 2.433 2.783  0.4583
26 H 1.565 2.596 3.966  0.5078
27 H 2.597 2.185 2.569  0.4576
28 H 1.905 0.894 3.572  0.2448
29 H -4.735 -0.076 -0.798  0.4688
30 H -3.619 -1.469 -0.864  0.4111
31 H -3.349 -0.065 -1.930  0.3418
32 H -4.620 0.347 1.833  0.4612
33 H -3.102 0.352 2.781  0.2735
34 H -3.629 -1.136 1.972  0.4225
35 H -4.186 2.246 0.033  0.5022
36 H -2.629 2.526 -0.803  0.3745
37 H -2.760 2.808 0.944  0.2471
38 H 4.296 -1.309 -1.015  0.5197
39 H 2.874 -1.039 -2.077  0.3779
40 H 2.888 -2.418 -0.938  0.4204
41 H 4.266 -1.446 1.476  0.4762
42 H 2.665 -1.705 2.220  0.2972
43 H 3.515 -0.159 2.464  0.4100
44 H 4.335 1.075 -0.474  0.4729
45 H 3.409 1.881 0.816  0.2486
46 H 2.753 1.833 -0.842  0.2133
47 C 0.265 1.112 -3.258  0.9086
48 C -0.213 -0.148 -3.656  0.7096
49 C -0.001 -0.604 -4.952  -0.5365
50 C 0.659 0.199 -5.898  -0.5033
51 C 1.149 1.466 -5.507  -0.7540
52 C 0.964 1.904 -4.198  -0.4744
53 Se -0.042 1.833 -1.552  0.2937
54 H -0.526 -1.917 -0.943  -0.1198
55 H -0.731 -0.772 -2.929  -0.2201
56 H -0.341 -1.610 -5.237  0.0019
57 H 0.816 -0.155 -6.923  0.4875
58 H 1.668 2.119 -6.203  0.4665
59 H 1.326 2.877 -3.855  0.4872
60 N -0.516 -2.718 2.837  -0.1470
61 C -0.568 -3.187 4.108  -0.3381
62 C -0.242 -2.109 4.932  -1.0799
63 C -0.005 -1.027 4.072  -0.6335
64 N -0.167 -1.399 2.782  0.3734
65 H -0.682 -3.219 1.966  0.0477
66 H -0.813 -4.206 4.351  0.4856
67 H -0.178 -2.090 5.993  0.4869
68 H 0.273 -0.027 4.353  0.6420

Atomic forces in eV per Å
-0.865 0.908 1.981
0.216 1.347 0.722
-1.464 -0.256 0.066
1.505 -0.575 -0.152
0.239 -0.573 0.243
-0.379 -0.012 0.263
0.233 -0.660 -0.895
0.051 0.034 0.327
-0.010 -0.246 -0.353
-0.233 -0.508 -0.057
0.110 -0.587 -0.065
0.466 -0.258 -0.209
0.597 -0.316 0.387
0.821 0.220 -0.048
-0.376 -0.174 -0.161
-0.583 -0.130 0.361
-0.652 0.341 0.014
0.153 0.387 0.226
-0.528 0.413 -0.241
-0.064 -0.191 -0.240
0.168 0.056 0.207
-0.152 0.061 0.261
0.028 -0.194 -0.293
0.001 0.352 -0.143
0.314 -0.007 0.187
-0.057 -0.113 -0.340
-0.225 0.055 0.223
-0.026 0.373 -0.107
0.268 -0.043 0.005
-0.087 0.143 -0.029
-0.137 -0.040 0.165
0.268 -0.029 -0.172
-0.181 -0.117 -0.233
-0.055 0.193 0.008
0.210 -0.125 -0.007
-0.306 0.075 0.085
-0.114 -0.147 -0.188
-0.242 -0.074 -0.071
0.118 -0.090 0.208
0.134 0.152 -0.078
-0.155 0.128 -0.097
0.203 0.064 0.008
-0.068 -0.163 -0.227
-0.217 -0.047 0.048
-0.033 -0.131 -0.248
0.317 0.045 0.043
-0.358 0.969 1.963
-0.256 -1.969 -1.103
-0.905 -0.818 1.480
0.461 0.582 -0.288
0.132 1.020 1.209
0.790 1.099 -1.826
0.508 -1.023 -2.026
0.422 0.687 0.756
0.075 0.019 -0.368
0.173 0.677 0.183
-0.105 0.105 0.333
-0.052 -0.194 -0.024
-0.013 -0.247 -0.432
0.076 0.038 0.131
0.300 1.150 -0.134
-0.096 -0.132 -1.096
-0.201 -0.904 -0.427
-0.131 -0.298 -0.763
0.032 -0.011 0.661
-0.056 -0.111 -0.081
-0.008 -0.111 0.520
0.002 -0.074 -0.052

The HOMO energy (alpha / beta) is -20.003 / -20.006 eV. For the max |F|, the calculation gives 0.04559 Eh/bohr. For the energy above the lowest of the compared OMol25 structures with the same formula, charge and spin, the calculation gives 1.229 eV. The total charge is +4. As for the spin multiplicity: 1. The frontier orbital gap (alpha / beta) is 3.64 / 3.62 eV.

Question: Which of these has the highest max |F|?
Answer: C20H41N2P3SeSn

Question: Number 1 is which compound?
Answer: C20H41N2P3SSm